Record 1
The following is a quantum chemistry calculation of 2 unconnected molecules or ions with the total composition C10H16, from the Open Molecules 2025 dataset.

```
26
Properties=species:S:1:pos:R:3:forces:R:3:mulliken_charge:R:1
C 2.55638 -1.57390 0.74859 -1.3 0.7 -0.8 -1.33
C 1.16858 -2.10352 0.36268 1.9 0.9 0.2 1.12
C 0.34792 -2.54780 1.35084 -2.2 -0.4 -0.1 -0.60
C -0.95197 -2.93115 0.96769 -0.4 -0.5 0.3 -0.25
C -1.39850 -2.91140 -0.34467 1.3 0.7 -0.3 -0.54
C -0.48549 -2.49613 -1.35079 -1.6 0.6 0.8 -0.45
C 0.75370 -2.03684 -0.96630 0.1 -0.2 -0.2 -0.54
H 3.04738 -1.33675 -0.20024 0.7 -0.5 0.4 0.34
H 3.04307 -2.25001 1.43592 0.5 -0.2 -0.3 0.37
H 2.46860 -0.60502 1.25443 -0.1 -0.1 0.1 0.27
H 0.57838 -2.45826 2.40751 0.3 -0.3 -0.2 0.35
H -1.69636 -3.27860 1.67981 0.3 0.3 0.3 0.33
H -2.46181 -3.01840 -0.51750 0.1 -0.4 -0.3 0.35
H -0.87262 -2.29905 -2.34685 0.3 -0.3 0.0 0.34
H 1.38973 -1.55184 -1.70149 0.1 -0.2 0.1 0.25
C -1.91516 2.91749 -0.69559 -0.1 0.5 0.4 -1.01
C -0.41159 3.22764 -0.74475 -0.4 -2.1 -0.9 -0.13
C 0.32713 3.03082 0.55897 0.4 1.6 0.9 -1.21
H -2.46309 3.54251 -1.40392 -0.1 0.1 0.3 0.30
H -2.26622 3.06613 0.33382 -0.3 0.1 -0.3 0.28
H -2.15709 1.89868 -0.98390 0.2 -0.2 0.1 0.27
H -0.02099 2.44212 -1.42131 0.2 0.5 0.0 0.18
H -0.21752 4.16962 -1.24804 0.1 0.3 0.4 0.31
H 0.12376 2.14504 1.14858 0.0 -0.7 -0.6 0.33
H 1.39365 3.14634 0.36175 0.1 -0.4 0.2 0.33
H 0.12015 3.81228 1.31477 -0.2 0.1 -0.5 0.35
```
Forces are in eV/Å.

Output
* gap between HOMO and LUMO: 9.97 eV
* spin multiplicity: 1
* HOMO energy: -0.333 hartree


Record 2
The following is a quantum chemistry calculation of a molecular structure, C16H37N2PS2Si2, from the Open Molecules 2025 dataset.

```
60
Properties=species:S:1:pos:R:3:forces:R:3:mulliken_charge:R:1
C -2.62382 1.68697 6.97673 0.7 -0.4 -0.6 0.47
C -2.37703 0.70971 6.27781 -0.7 0.4 -0.7 -0.71
P -2.16409 -0.52622 4.92302 1.0 1.0 1.8 0.17
C -0.40916 -1.24690 5.02596 -0.6 -0.2 -0.1 -0.66
C 0.06865 -1.50119 3.51928 0.9 0.6 0.4 -0.21
C 1.42537 -0.66848 3.27492 -0.7 0.2 0.4 -0.38
S 1.75769 -0.47072 1.47261 0.1 1.0 0.2 -0.02
C 2.48042 1.24030 1.35568 0.8 0.0 0.5 -0.05
S 4.01195 1.33781 0.73971 -1.6 0.0 0.5 -0.06
N 1.65600 2.38635 1.77222 1.1 -0.5 -0.7 0.04
C 2.47154 3.40283 2.48827 1.1 -0.4 2.0 -0.49
C 3.08980 2.70600 3.80644 -0.7 0.8 0.2 -1.02
C 1.03968 2.90246 0.49311 -0.9 0.2 -1.4 -0.24
C 1.24827 4.45023 0.21162 -0.6 -0.3 -0.5 -1.17
H -2.71907 2.62395 7.59038 0.0 -1.7 -0.9 0.37
H -2.38138 0.08199 3.63484 0.1 -0.2 0.9 0.23
H -3.17471 -1.52159 5.08024 0.5 0.5 -0.1 0.20
H -0.49391 -2.19414 5.64902 0.1 1.1 -0.8 0.46
H 0.24051 -0.51948 5.60407 -0.9 -0.7 -0.8 0.44
H 0.21848 -2.61312 3.39209 -0.3 1.3 -0.2 0.31
H -0.68913 -1.06617 2.79650 0.9 -0.9 0.6 -0.07
H 2.32847 -1.15278 3.75317 -1.1 0.5 -0.4 0.33
H 1.24523 0.35799 3.71326 0.4 -1.0 -0.5 0.02
H 3.34682 3.81094 1.89901 -1.1 -0.4 0.4 0.34
H 1.85429 4.26991 2.89486 0.5 -1.3 -1.0 0.36
H 3.45175 3.54153 4.49572 -0.2 -1.2 -0.9 0.40
H 2.26245 2.17534 4.39102 1.0 0.6 -0.9 0.17
H 3.91011 1.97115 3.57169 -0.8 0.9 0.3 0.30
H 1.50402 2.32311 -0.37512 -0.7 1.0 1.0 0.28
H -0.07034 2.65428 0.44849 1.4 0.3 0.3 0.23
H 0.59056 4.70062 -0.68783 1.0 -0.4 1.1 0.38
H 2.32653 4.63959 -0.06850 -1.3 0.0 0.5 0.28
H 0.87941 5.12784 1.04631 0.7 -0.9 -0.9 0.31
C -1.77808 -0.21467 -0.93531 0.0 -0.2 0.4 -0.42
Si -1.25163 -1.45074 -2.27400 -0.1 1.5 -2.5 0.02
C -2.46732 -2.88818 -2.20961 0.0 -0.3 0.7 -1.04
C 0.45312 -2.09031 -1.79332 0.0 -0.3 0.7 -0.83
N -1.26118 -0.63700 -3.77336 0.4 -1.4 0.3 -0.21
Si -0.83504 -1.42033 -5.23637 -0.7 1.6 1.7 0.15
C -1.98142 -2.85192 -5.66395 0.1 -0.3 -0.5 -1.04
C 0.93790 -2.05559 -5.24159 0.2 -0.3 -0.5 -1.04
C -0.97668 -0.15668 -6.63611 0.1 -0.3 -0.2 -1.01
H -1.78686 -0.69909 0.04984 0.0 0.0 0.2 -0.04
H -1.08408 0.62933 -0.89594 0.0 0.0 -0.1 -0.11
H -2.78164 0.16769 -1.13831 0.0 0.0 -0.1 0.32
H -2.60296 -3.22757 -1.17468 -0.1 -0.1 0.0 0.33
H -2.10988 -3.74313 -2.78683 0.0 0.0 0.0 0.30
H -3.44460 -2.58935 -2.59543 0.1 0.0 0.0 0.26
H 1.21382 -1.31873 -1.93609 -0.1 0.0 -0.1 0.23
H 0.73473 -2.97025 -2.37488 0.0 0.1 0.0 0.32
H 0.46028 -2.38147 -0.73501 0.1 -0.1 0.1 0.24
H -1.79877 -3.71927 -5.02562 0.0 0.0 0.0 0.31
H -1.82115 -3.17069 -6.70027 -0.1 -0.1 0.0 0.35
H -3.02838 -2.55670 -5.56167 0.1 0.0 0.1 0.25
H 1.62860 -1.28786 -4.88503 -0.1 0.0 0.0 0.24
H 1.23886 -2.33262 -6.25862 0.1 0.0 0.0 0.36
H 1.04968 -2.94444 -4.61675 0.0 0.0 0.0 0.31
H -0.30321 0.68648 -6.46361 0.0 0.0 0.0 0.24
H -1.99890 0.22156 -6.71087 0.0 0.0 0.0 0.25
H -0.71059 -0.61858 -7.59321 0.0 0.1 -0.1 0.27
```
Forces are in eV/Å.

Output
* gap between HOMO and LUMO: 2.66 eV
* spin multiplicity: 1
* HOMO energy: -0.180 hartree


Record 3
The following is a quantum chemistry calculation of a gas-phase ion, C6H7N2O2S (charge +1), from the Open Molecules 2025 dataset.

```
18
Properties=species:S:1:pos:R:3:forces:R:3:mulliken_charge:R:1
C 0.61374 0.70187 0.75946 -0.5 -0.1 -0.8 -0.33
C -0.50102 0.81840 1.55195 -1.6 0.4 1.8 0.35
C -1.15493 -0.13760 -0.33353 1.4 0.6 -0.6 -0.12
C -0.81260 1.41286 2.86122 4.2 0.2 -1.3 -0.21
C 0.95307 -0.03894 -1.68532 0.5 -1.0 2.4 -0.80
C 1.64329 -1.34496 -1.68025 0.6 0.0 -1.2 -0.15
N 0.14140 0.13670 -0.45357 -0.3 0.5 0.7 0.14
N -1.57884 0.24114 0.86373 4.3 -0.2 -1.9 -0.01
O -1.84450 1.26953 3.45466 -2.2 -0.3 0.8 -0.33
O -0.61965 -2.52653 -1.57078 0.5 -0.3 0.1 -0.44
S 0.85097 -2.81992 -1.67257 -0.6 0.2 0.1 0.38
H 1.58530 1.07837 1.02303 0.3 -0.2 -0.6 0.43
H 0.06067 1.97267 3.38577 -1.0 -0.6 -0.7 0.30
H 1.65550 0.73410 -1.59037 1.3 1.0 -0.1 0.40
H 0.49031 0.14720 -2.61652 -1.5 0.2 -0.8 0.37
H -1.61123 -0.54986 -1.20098 -1.1 -0.3 0.1 0.51
H 2.60462 -1.35319 -2.21478 -0.1 -0.2 0.7 0.37
H -2.47609 0.25816 1.11885 -4.2 0.0 1.5 0.13
```
Forces are in eV/Å.

Output
* gap between HOMO and LUMO (spin up / spin down): 3.16 / 2.53 eV
* spin multiplicity: 3
* HOMO energy (spin up / spin down): -0.341 / -0.430 hartree
* total charge: +1